Computed, not measured: a 10-piece molecular cluster, C56H60OS overall at a distorted geometry, with ωB97M-V with the def2-TZVPD basis set.

Each line ends with the Mulliken charge.
Element x y z (Å)
S1 33.510 15.142 28.387  0.50
O1 34.621 14.197 28.496  -0.65
C1 27.359 20.910 29.235  -0.92
C2 25.182 15.981 28.410  -0.71
C3 25.104 15.427 30.807  -0.58
C4 24.520 15.491 29.548  -0.56
C5 32.083 19.519 22.874  -0.37
C6 32.917 19.212 21.562  -0.39
C7 26.584 15.519 30.907  -0.13
C8 27.844 9.818 25.772  -0.40
C9 24.593 19.170 21.680  -0.22
C10 32.612 14.254 22.859  -0.58
C11 26.249 19.550 27.387  -0.37
C12 28.922 16.328 24.811  0.22
C13 34.191 18.634 21.578  -0.46
C14 26.607 19.799 28.783  -0.06
C15 31.738 19.740 27.986  -0.51
C16 25.925 11.596 25.960  -0.26
C17 27.292 15.908 29.790  0.21
C18 30.086 17.910 28.407  0.50
C19 31.048 12.653 23.816  -0.46
C20 27.212 22.497 21.264  -0.68
C21 27.761 21.291 22.023  -1.21
C22 28.569 21.485 23.197  0.38
C23 28.942 22.822 23.483  -0.82
C24 33.515 12.083 23.660  -0.45
C25 26.838 12.374 26.846  0.27
C26 26.330 10.380 25.348  -0.75
C27 27.847 21.379 26.808  -0.12
C28 32.588 19.332 29.196  -0.90
C29 34.818 18.329 22.914  -0.73
C30 32.125 11.657 24.104  -0.40
C31 23.116 21.257 21.565  -0.37
C32 26.537 16.231 28.427  0.93
C33 22.239 18.845 20.987  -0.59
C34 28.646 10.630 26.618  -0.73
C35 28.468 23.968 22.779  -0.46
C36 28.055 21.648 28.045  -0.05
C37 34.062 18.479 24.079  -0.64
C38 24.293 20.692 21.746  -0.07
C39 23.480 18.348 21.292  -0.71
C40 32.548 14.671 27.006  -0.17
C41 21.965 20.288 21.048  -0.66
C42 27.625 23.739 21.655  -0.32
C43 28.081 11.908 27.046  0.07
C44 34.196 16.577 27.563  -0.59
C45 32.191 18.218 29.861  -0.60
C46 28.724 17.539 24.273  0.10
C47 33.706 13.274 23.097  -0.47
C48 26.302 16.994 24.142  -0.61
C49 27.432 17.874 23.803  -0.66
C50 32.761 19.010 24.154  0.30
C51 31.301 13.885 23.252  -0.84
C52 30.997 17.457 29.511  -0.46
C53 26.736 20.397 26.399  0.20
C54 30.550 19.042 27.717  -0.33
C55 26.509 15.834 24.815  -0.53
C56 27.887 15.477 25.288  -0.26
H1 29.583 18.263 24.200  0.21
H2 28.430 21.687 25.869  -0.38
H3 30.581 14.430 23.002  1.09
H4 29.211 17.354 28.075  0.22
H5 29.855 19.205 26.898  0.37
H6 27.229 24.732 21.143  0.20
H7 28.680 20.567 23.795  0.70
H8 26.308 19.047 29.547  0.33
H9 31.096 20.111 22.891  0.30
H10 28.491 16.151 29.967  -0.43
H11 30.837 16.494 30.046  0.28
H12 29.929 16.194 25.273  0.23
H13 27.308 15.165 31.799  0.23
H14 28.679 25.035 23.141  0.31
H15 33.391 17.067 27.064  -0.22
H16 29.454 23.094 24.285  0.64
H17 21.105 20.635 20.787  0.56
H18 32.429 19.410 20.517  0.24
H19 26.591 22.309 20.422  0.55
H20 34.887 17.213 28.114  0.50
H21 32.338 19.131 25.142  0.23
H22 33.344 19.848 29.484  0.80
H23 32.849 15.241 22.522  0.51
H24 24.818 16.012 27.441  0.52
H25 27.214 18.818 23.506  0.30
H26 31.973 13.666 27.182  0.31
H27 22.964 22.390 21.596  0.30
H28 25.378 17.508 23.650  0.15
H29 27.819 20.933 30.169  0.42
H30 29.646 10.276 26.978  0.37
H31 27.977 14.488 25.826  0.04
H32 21.439 18.377 20.735  0.58
H33 35.736 18.040 23.151  0.51
H34 32.135 20.647 27.356  0.26
H35 34.381 11.552 24.097  0.30
H36 27.369 20.290 21.994  0.80
H37 24.397 14.879 31.565  0.24
H38 30.098 12.225 24.142  0.36
H39 25.397 18.849 27.317  0.43
H40 28.732 22.380 28.302  0.50
H41 32.004 10.714 24.568  0.48
H42 34.254 18.202 25.026  0.60
H43 33.282 14.404 26.196  0.17
H44 26.688 13.473 27.228  0.19
H45 23.553 17.308 21.327  0.40
H46 34.658 13.535 22.822  0.45
H47 23.486 15.252 29.463  0.40
H48 34.775 18.506 20.662  0.39
H49 32.803 17.973 30.702  0.38
H50 25.511 18.548 21.922  0.61
H51 25.000 21.246 22.414  0.19
H52 26.475 20.524 25.242  0.01
H53 34.834 15.947 26.720  0.32
H54 25.711 9.767 24.851  0.52
H55 24.874 11.903 25.806  0.34
H56 31.772 15.368 26.503  -0.20
H57 28.045 8.759 25.366  0.29
H58 27.059 16.536 27.446  -0.13
H59 28.846 12.499 27.675  0.21
H60 25.728 15.159 25.108  0.65

The LUMO energy comes out at 0.50 eV. As for the energy above the lowest of the compared OMol25 structures with the same formula, charge and spin: 0.0 kcal/mol. The calculation puts the largest force on an atom at 0.1968 Eh/bohr. Its charge is 0.



Computed, not measured: a 4-piece molecular cluster, C8H11N overall at a distorted geometry, with ωB97M-V with the def2-TZVPD basis set.

Each line ends with the natural charge from an NBO analysis.
Element x y z (Å)
N1 2.873 -0.149 0.006  -0.85
C1 0.443 -1.429 0.917  -0.40
C2 0.659 1.856 0.184  -0.57
C3 -0.197 0.686 0.043  -0.21
C4 0.582 -0.476 0.031  -0.06
C5 -1.588 0.938 0.042  -0.20
C6 -2.643 -0.030 0.038  -0.06
C7 1.681 -0.542 -0.969  -0.24
C8 -3.456 -0.901 -0.298  -0.24
H1 2.098 -1.493 -1.403  0.22
H2 3.939 -0.791 -0.208  0.40
H3 -1.888 1.939 -0.262  0.24
H4 1.420 0.220 -1.616  0.23
H5 -4.182 -1.667 -0.941  0.28
H6 -0.028 2.666 1.905  0.06
H7 -0.208 -1.187 1.757  0.22
H8 2.605 -0.735 0.839  0.40
H9 0.185 2.845 -1.124  0.14
H10 0.682 -2.512 0.720  0.21
H11 2.374 1.150 0.355  0.44

The LUMO energy comes out at -0.38 eV. As for the energy above the lowest of the compared OMol25 structures with the same formula, charge and spin: 316.0 kcal/mol. The calculation puts the largest force on an atom at 0.1107 Eh/bohr. Its charge is 0.



Computed, not measured: a 2-piece molecular cluster, C2H7N2 overall at a distorted geometry, with ωB97M-V with the def2-TZVPD basis set.

Each line ends with the natural charge from an NBO analysis.
Element x y z (Å)
N1 2.529 -0.967 -0.937  -0.65
N2 -2.859 1.076 1.315  -1.07
C1 0.228 -0.633 -0.336  0.27
C2 1.453 -0.234 -0.779  -0.04
H1 0.030 -1.247 0.544  0.24
H2 -2.234 0.850 0.556  0.33
H3 1.527 0.749 -1.268  0.31
H4 2.540 -1.926 -0.613  0.43
H5 -2.867 2.080 1.435  0.37
H6 3.446 -0.539 -0.964  0.45
H7 -3.792 0.791 1.048  0.37

The LUMO energy comes out at -8.61 eV. As for the energy above the lowest of the compared OMol25 structures with the same formula, charge and spin: 134.0 kcal/mol. The calculation puts the largest force on an atom at 0.0467 Eh/bohr. Its charge is +1.